Run P
Molecular formula: C42H48CrGeN7O5S2Se
Method: DFT, wB97M-V/def2-TZVPD

Each line ends with the Löwdin charge.
Geometry (Å):
Cr -0.033 0.955 -0.372  0.753
O 2.304 3.351 -4.732  0.037
C 1.028 3.143 -5.088  -0.279
C 0.617 3.616 -6.334  -0.028
C -0.692 3.458 -6.746  -0.100
C -1.617 2.820 -5.922  -0.098
C -1.205 2.340 -4.692  -0.014
C 0.111 2.485 -4.260  -0.063
C 0.466 1.957 -2.920  -0.441
O -0.433 1.418 -2.246  -0.095
N 1.711 2.091 -2.493  -0.028
N 1.916 1.668 -1.153  -0.103
C 3.187 1.515 -0.931  -0.839
S 4.294 1.704 -2.303  0.962
C 5.786 1.410 -1.325  -0.535
C 5.562 2.144 -0.028  -0.523
S 4.001 1.502 0.640  0.907
H 2.411 2.985 -3.817  0.034
H 1.349 4.104 -6.967  0.110
H -0.992 3.835 -7.716  0.095
H -2.643 2.690 -6.241  0.094
H -1.893 1.837 -4.025  0.117
H 6.631 1.811 -1.888  0.076
H 5.925 0.343 -1.157  0.072
H 5.474 3.216 -0.197  0.073
H 6.331 1.949 0.722  0.077
C 5.395 -4.385 1.059  -0.216
Ge 5.772 -3.411 2.709  0.714
C 7.682 -3.556 3.158  -0.238
C 4.745 -4.118 4.212  -0.233
C 5.252 -1.547 2.386  -0.605
Se 3.290 -1.452 2.243  0.897
C 3.047 -0.208 3.722  -0.397
H 5.415 -5.467 1.216  0.017
H 6.129 -4.130 0.290  0.017
H 4.398 -4.102 0.706  0.013
H 7.925 -4.597 3.397  0.011
H 7.921 -2.937 4.029  0.011
H 8.312 -3.239 2.320  0.010
H 4.884 -5.200 4.307  0.015
H 3.686 -3.910 4.046  -0.001
H 5.059 -3.644 5.147  0.017
H 5.663 -1.182 1.440  -0.009
H 5.576 -0.872 3.182  0.014
H 3.464 -0.624 4.638  0.016
H 1.971 -0.069 3.839  0.008
H 3.519 0.750 3.490  -0.005
O -2.684 2.680 -0.401  0.028
C -2.914 1.484 -0.564  -0.547
N -4.124 0.982 -0.986  0.149
C -4.132 -0.460 -1.011  -0.264
C -2.610 -0.732 -0.783  -0.403
O -2.107 -1.820 -0.951  0.089
N -2.020 0.432 -0.351  0.064
C -4.869 -1.074 0.201  -0.135
C -5.678 -0.301 1.026  -0.034
C -6.324 -0.870 2.121  -0.090
C -6.155 -2.216 2.408  -0.105
C -5.338 -2.993 1.591  -0.078
C -4.707 -2.431 0.491  -0.012
C -4.714 -0.999 -2.311  -0.128
C -6.073 -0.809 -2.557  -0.035
C -6.655 -1.268 -3.730  -0.093
C -5.881 -1.936 -4.673  -0.106
C -4.530 -2.137 -4.430  -0.078
C -3.944 -1.669 -3.257  -0.003
H -4.898 1.572 -1.226  0.144
H -5.795 0.757 0.826  0.107
H -6.946 -0.249 2.759  0.098
H -6.646 -2.657 3.270  0.094
H -5.178 -4.041 1.823  0.100
H -4.059 -3.032 -0.138  0.120
H -6.687 -0.306 -1.813  0.114
H -7.715 -1.110 -3.906  0.096
H -6.332 -2.294 -5.593  0.094
H -3.920 -2.661 -5.159  0.100
H -2.892 -1.839 -3.064  0.111
C 1.685 -1.583 -1.565  -0.044
C 1.054 -1.855 -0.228  -0.446
C 0.913 -3.093 0.374  -0.132
C 0.218 -2.870 1.588  -0.127
C -0.007 -1.509 1.665  -0.427
C -0.752 -0.819 2.773  -0.053
N 0.496 -0.869 0.551  -0.036
H 1.829 -2.529 -2.092  0.074
H 2.664 -1.096 -1.477  0.052
H 1.051 -0.947 -2.192  0.062
H 1.218 -4.046 -0.047  0.084
H -0.085 -3.607 2.326  0.087
H -0.692 -1.427 3.679  0.072
H -1.817 -0.681 2.534  0.070
H -0.336 0.163 3.006  0.042
N -3.444 4.899 3.584  0.156
C -3.010 3.616 3.352  -0.492
O -3.696 2.657 3.609  0.081
C -1.625 3.497 2.789  -0.111
C -0.626 4.419 3.034  -0.019
C 0.618 4.195 2.474  -0.041
C 0.802 3.086 1.670  -0.106
N -0.158 2.206 1.397  0.027
C -1.338 2.408 1.985  -0.073
H -4.419 4.991 3.810  0.102
H -3.031 5.651 3.059  0.094
H -0.802 5.266 3.687  0.113
H 1.446 4.872 2.651  0.106
H 1.769 2.888 1.235  0.057
H -2.103 1.664 1.817  0.110

## Properties
molar mass	998.59	g mol⁻¹
total charge	-1
HOMO (spin up / spin down)	-3.653 / -3.640	eV
<S²>	6.0157
2S+1	5

***

Run Q
Molecular formula: C42H48CrGeN7O5S2Se
Method: DFT, wB97M-V/def2-TZVPD

Each line ends with the Löwdin charge.
Geometry (Å):
Cr 0.362 -0.359 0.134  0.712
O 5.205 -0.601 2.435  0.044
C 4.396 -0.350 3.479  -0.270
C 4.990 0.001 4.693  -0.025
C 4.211 0.245 5.808  -0.097
C 2.822 0.145 5.742  -0.095
C 2.231 -0.177 4.534  -0.020
C 2.996 -0.418 3.395  -0.064
C 2.291 -0.673 2.115  -0.438
O 1.065 -0.362 2.029  -0.189
N 3.006 -1.209 1.140  0.001
N 2.230 -1.369 -0.031  -0.128
C 2.856 -2.025 -0.925  -0.874
S 2.167 -2.519 -2.456  0.981
C 3.785 -2.645 -3.240  -0.520
C 4.689 -3.369 -2.263  -0.533
S 4.509 -2.573 -0.642  0.956
H 4.629 -0.879 1.683  0.042
H 6.072 0.067 4.728  0.112
H 4.691 0.521 6.740  0.096
H 2.213 0.324 6.620  0.094
H 1.154 -0.250 4.441  0.093
H 4.142 -1.635 -3.440  0.077
H 3.663 -3.185 -4.179  0.080
H 5.739 -3.305 -2.550  0.074
H 4.400 -4.417 -2.175  0.069
C -4.738 0.758 6.029  -0.237
Ge -3.416 0.864 4.592  0.729
C -4.336 0.794 2.885  -0.219
C -2.462 2.557 4.675  -0.212
C -2.125 -0.579 4.856  -0.605
Se -1.506 -1.455 3.221  0.919
C -3.081 -2.593 3.042  -0.389
H -5.425 1.608 5.976  0.013
H -4.259 0.761 7.014  0.012
H -5.322 -0.163 5.932  0.013
H -4.931 1.705 2.761  0.027
H -5.005 -0.069 2.807  0.013
H -3.597 0.762 2.076  -0.007
H -3.156 3.390 4.527  0.021
H -1.728 2.580 3.860  0.009
H -1.944 2.694 5.629  0.016
H -2.508 -1.343 5.534  0.008
H -1.229 -0.149 5.312  -0.002
H -3.312 -3.052 4.004  0.018
H -2.848 -3.374 2.317  0.003
H -3.933 -2.015 2.689  0.001
O -1.171 -1.568 -3.180  0.006
C -0.371 -0.639 -3.091  -0.601
N 0.097 0.048 -4.199  0.150
C 0.748 1.281 -3.778  -0.271
C 1.005 0.913 -2.301  -0.460
O 1.785 1.497 -1.579  0.080
N 0.196 -0.142 -1.948  0.057
C 2.036 1.581 -4.524  -0.148
C 2.517 0.728 -5.508  -0.036
C 3.694 1.029 -6.194  -0.096
C 4.399 2.183 -5.890  -0.106
C 3.932 3.029 -4.887  -0.076
C 2.757 2.734 -4.211  -0.014
C -0.245 2.458 -3.837  -0.127
C -0.618 2.948 -5.090  -0.042
C -1.582 3.938 -5.202  -0.094
C -2.182 4.455 -4.055  -0.097
C -1.809 3.980 -2.807  -0.058
C -0.840 2.985 -2.692  0.014
H -0.452 0.009 -5.041  0.147
H 1.972 -0.182 -5.734  0.104
H 4.055 0.355 -6.963  0.095
H 5.309 2.424 -6.429  0.094
H 4.487 3.924 -4.629  0.100
H 2.394 3.389 -3.428  0.125
H -0.140 2.554 -5.984  0.115
H -1.869 4.307 -6.180  0.094
H -2.939 5.229 -4.141  0.095
H -2.267 4.363 -1.903  0.100
H -0.574 2.624 -1.699  0.105
C -3.053 0.271 -0.716  -0.039
C -2.297 1.328 0.033  -0.411
C -2.782 2.554 0.444  -0.128
C -1.709 3.214 1.105  -0.106
C -0.628 2.348 1.069  -0.377
C 0.756 2.622 1.588  -0.046
N -0.976 1.187 0.400  -0.027
H -3.712 0.728 -1.459  0.078
H -3.687 -0.333 -0.048  0.065
H -2.383 -0.405 -1.243  0.031
H -3.792 2.922 0.289  0.094
H -1.717 4.201 1.555  0.088
H 0.870 3.696 1.754  0.074
H 1.519 2.311 0.870  0.060
H 0.957 2.110 2.531  0.060
N -3.399 -4.008 -2.320  0.192
C -2.920 -4.876 -1.403  -0.507
O -3.430 -5.957 -1.146  0.041
C -1.691 -4.410 -0.667  -0.118
C -0.674 -5.299 -0.401  -0.004
C 0.385 -4.885 0.382  -0.033
C 0.376 -3.590 0.881  -0.137
N -0.578 -2.706 0.601  0.017
C -1.588 -3.115 -0.162  -0.084
H -4.196 -4.296 -2.857  0.109
H -2.857 -3.195 -2.612  0.089
H -0.736 -6.314 -0.780  0.124
H 1.195 -5.557 0.639  0.109
H 1.163 -3.244 1.546  0.113
H -2.389 -2.398 -0.321  0.110

## Properties
molar mass	998.59	g mol⁻¹
total charge	-1
HOMO (spin up / spin down)	-4.116 / -4.099	eV
<S²>	6.0128
2S+1	5

***

Quick one: least stable of them? run P

***

Run P
Molecular formula: C2H9NOSi
Method: DFT, wB97M-V/def2-TZVPD

Each line ends with the Löwdin charge.
Geometry (Å):
O -3.351 -0.830 -1.396  -0.456
Si -3.004 -0.706 0.049  0.537
H -2.133 -1.697 0.772  -0.054
H -3.646 0.428 0.718  -0.068
H 2.103 -4.006 0.686  0.005
H 1.984 -3.427 0.185  -0.002
C -0.036 0.434 0.535  -0.067
N -1.061 1.116 0.795  -0.132
C -0.829 2.560 0.728  -0.113
H -0.107 -0.694 0.595  0.066
H 0.815 0.992 0.377  0.043
H 0.140 2.743 0.207  0.083
H -1.669 2.979 0.139  0.089
H -0.867 3.030 1.685  0.068

## Properties
molar mass	91.19	g mol⁻¹
total charge	0
HOMO	-9.800	eV
SMILES	O=[SiH2].[H][H].C=NC

***

Run Q
Molecular formula: C2H9NOSi
Method: DFT, wB97M-V/def2-TZVPD

Each line ends with the Löwdin charge.
Geometry (Å):
C 0.335 -2.089 0.381  -0.132
C 1.545 0.006 0.173  -0.103
N 0.570 -0.749 -0.172  -0.147
O -1.213 0.465 0.667  -0.455
Si -1.524 1.908 1.242  0.691
H -0.233 -2.791 -0.209  0.070
H 1.203 -2.488 0.915  0.071
H -0.408 -1.921 1.095  0.039
H 1.323 1.021 -0.201  0.055
H 2.540 -0.509 0.508  0.096
H -0.725 0.996 -3.820  0.001
H 0.061 0.841 -3.859  0.002
H -0.630 2.776 1.963  -0.093
H -2.843 2.532 1.316  -0.095

## Properties
molar mass	91.19	g mol⁻¹
total charge	0
HOMO	-8.118	eV

***

Quick one: least stable of them? run Q

***

Run P
Molecular formula: H24NO10
Method: DFT, wB97M-V/def2-TZVPD

Each line ends with the Löwdin charge.
Geometry (Å):
N -0.623 0.338 0.143  0.344
H -0.994 1.125 0.620  0.101
H -0.046 -0.083 0.748  0.021
H -0.029 0.858 -0.546  0.141
H -1.408 -0.183 -0.159  0.088
O 2.609 2.077 -0.468  -0.055
H 2.887 3.021 -0.545  0.094
H 3.467 1.687 -0.237  0.074
O -1.298 -1.215 2.571  -0.095
H -1.259 -1.760 3.453  0.132
H -0.481 -1.611 2.147  0.022
O 1.691 -0.878 -2.166  0.003
H 1.519 -1.615 -2.768  0.074
H 1.727 -0.088 -2.578  -0.019
O 2.061 -0.389 3.015  0.034
H 1.578 -1.011 3.378  -0.060
H 2.058 -0.794 2.171  -0.023
O -3.598 -0.699 0.766  -0.048
H -2.887 -1.111 1.258  -0.020
H -3.984 -0.080 1.398  0.054
O 0.764 2.609 1.403  0.017
H 1.460 2.379 0.894  -0.088
H 1.115 2.454 2.248  0.033
O -1.748 2.903 -1.101  0.030
H -1.396 2.763 -1.916  -0.022
H -1.504 3.764 -0.876  0.026
O -1.020 -2.282 -1.651  0.060
H -0.222 -2.603 -1.418  -0.022
H -1.484 -2.905 -2.097  0.034
O -1.240 0.114 -2.905  -0.118
H -0.908 -0.781 -2.682  -0.026
H -0.591 0.491 -3.647  0.114
O 1.261 -1.901 0.789  -0.103
H 0.771 -2.807 0.821  0.129
H 1.758 -1.777 -0.077  0.076

## Properties
molar mass	198.19	g mol⁻¹
total charge	+1
HOMO	-14.218	eV

***

Run Q
Molecular formula: H24NO10
Method: DFT, wB97M-V/def2-TZVPD

Each line ends with the Löwdin charge.
Geometry (Å):
N 0.012 -0.233 -0.885  0.369
H 0.529 -0.949 -0.442  0.085
H 0.681 0.448 -1.230  0.112
H -0.601 0.146 -0.206  0.067
H -0.593 -0.559 -1.596  0.118
O -2.402 1.389 -1.696  -0.029
H -2.163 2.299 -1.511  0.060
H -3.245 1.396 -2.134  0.069
O 1.124 3.001 -1.014  -0.057
H 0.812 3.928 -1.166  0.105
H 2.064 2.943 -0.809  0.043
O 1.639 -1.591 2.290  -0.055
H 1.645 -0.660 2.074  -0.031
H 1.759 -1.998 1.419  -0.007
O 1.813 0.925 1.220  -0.031
H 2.282 1.696 1.522  0.073
H 2.344 0.630 0.469  0.016
O 3.294 0.494 -1.407  0.007
H 3.665 1.338 -1.228  0.033
H 3.927 -0.042 -0.981  0.046
O 1.042 -3.166 -0.079  -0.039
H 0.261 -3.363 -0.586  0.000
H 0.817 -3.534 0.769  0.049
O -1.141 -0.278 2.253  -0.008
H -1.186 -1.215 2.261  0.032
H -1.850 0.018 2.762  0.018
O -1.669 -3.110 -1.166  -0.060
H -2.460 -2.617 -1.136  -0.007
H -1.933 -4.082 -1.179  0.106
O -2.962 -0.585 -0.044  -0.063
H -3.298 -0.564 0.840  0.030
H -2.875 0.348 -0.333  0.006
O -0.790 2.524 0.787  -0.060
H -0.631 2.500 1.741  0.054
H 0.088 2.521 0.421  -0.050

## Properties
molar mass	198.19	g mol⁻¹
total charge	+1
HOMO	-13.578	eV

***

Run R
Molecular formula: H24NO10
Method: DFT, wB97M-V/def2-TZVPD

Each line ends with the Löwdin charge.
Geometry (Å):
N 0.032 0.266 -0.169  0.340
H -0.358 0.832 0.663  0.141
H -0.093 0.706 -0.996  0.055
H -0.245 -0.646 -0.064  0.058
H 1.036 0.186 -0.224  0.099
O -0.964 -2.362 -2.025  -0.078
H -1.492 -2.919 -2.636  0.079
H -0.047 -2.543 -2.283  0.010
O 1.767 1.346 -2.394  -0.040
H 1.264 2.170 -2.881  0.184
H 2.587 1.615 -2.201  -0.048
O -0.160 3.352 0.537  -0.032
H 0.608 3.069 1.081  0.061
H -0.845 3.251 1.104  -0.093
O -1.936 2.605 2.259  0.073
H -1.894 1.820 2.735  0.008
H -2.700 2.893 2.038  -0.033
O -2.781 0.269 -0.885  -0.096
H -2.639 1.192 -1.480  0.164
H -3.292 0.559 -0.162  -0.010
O -2.879 -3.310 0.158  -0.136
H -2.032 -2.874 -0.264  0.032
H -3.034 -2.784 1.011  0.054
O -0.401 0.335 3.032  -0.207
H 0.600 0.621 3.565  0.214
H -0.519 -0.707 2.897  0.098
O 1.202 -2.498 1.187  -0.111
H 0.843 -3.393 0.850  0.096
H 1.156 -2.561 2.183  0.059
O 1.713 -1.588 -2.331  -0.008
H 2.412 -2.170 -2.415  0.022
H 2.099 -0.712 -2.284  0.013
O 3.513 1.057 0.051  0.040
H 3.281 1.835 -0.294  -0.041
H 4.215 1.091 0.653  0.036

## Properties
molar mass	198.19	g mol⁻¹
total charge	+1
HOMO	-13.448	eV

***

Quick one: least stable of them? run R